127
Properties=species:S:1:pos:R:3:forces:R:3 method="wB97M-V/def2-TZVPD" max_force_ha_per_bohr=0.064 charge=0 total_energy_ev=-127171.594 homo_ev=-8.02 gap_ev=8.301
O -3.249021 5.256371 6.132618 1.3321 0.3636 0.0917
P -2.048501 6.072611 6.482538 -0.8713 1.8863 0.6567
N -2.317201 7.026511 7.962238 1.9985 -1.8596 -1.8432
C -3.594261 7.780881 8.067208 1.8368 -0.8444 0.5598
C -1.207451 7.073451 8.966288 -0.5109 0.3124 -0.4630
N -1.810541 7.301421 5.285998 0.7829 0.6636 2.3789
C -2.106881 7.175331 3.894508 -0.2184 -1.1458 -0.5528
C -0.931441 8.488781 5.596018 -1.7074 -0.1710 -0.1647
N -0.621001 5.166171 6.680788 0.2888 -1.2065 -0.0627
C -0.670591 3.811671 5.870208 -0.3121 2.7574 -0.4591
C 0.766719 5.755071 6.758438 -0.9991 0.1279 -0.6155
H -4.394591 7.123861 7.726768 -0.1013 0.2803 0.1116
H -3.552881 8.720961 7.517068 -0.1877 0.0507 -0.0588
H -3.617171 7.961151 9.141948 -0.7886 0.2925 -0.0614
H -0.949481 6.110171 9.406348 -0.4685 -0.2393 -0.0391
H -1.392331 7.771171 9.783048 -0.5271 -0.0078 -0.0605
H -0.260811 7.418141 8.550178 -0.0894 0.2440 -0.2756
H -2.740871 6.314301 3.682908 0.3068 -0.4643 0.4100
H -2.731851 7.942131 3.436758 0.4086 0.8318 0.3507
H -1.157711 7.044741 3.374778 -0.0969 0.1673 -0.6519
H -0.725861 8.650421 6.654188 0.2147 -0.7458 0.0001
H -0.032551 8.562951 4.983968 0.1413 -0.3686 0.0379
H -1.534091 9.372771 5.387538 -0.0179 0.2232 -0.4347
H -1.667891 3.376331 5.933218 0.4536 -0.4417 0.9319
H -0.678941 4.092901 4.817148 0.3036 0.2234 -0.3579
H 0.242849 3.224441 5.964528 -0.4265 -0.1320 0.8536
H 0.795369 6.819751 6.990238 -0.5614 0.0143 -0.2962
H 1.236759 5.641281 5.781588 0.2067 -0.0419 -0.0267
H 1.427699 5.359111 7.529418 -0.3869 -0.7716 0.0367
O -9.879621 -4.607929 1.292688 0.4184 0.4044 0.1033
P -8.627331 -3.940259 0.880148 1.4159 1.3172 1.6760
N -8.448291 -2.312659 1.553878 0.3906 -1.0091 -1.1194
C -7.184341 -1.537239 1.374458 -1.2136 0.1765 -1.3086
C -9.274531 -1.904219 2.712498 0.6855 -1.5831 -0.4349
N -8.318831 -3.816939 -0.750872 0.5078 0.8157 -0.9963
C -8.130641 -5.105169 -1.492142 -1.3459 0.0550 0.8354
C -8.862801 -2.693899 -1.594482 -0.5414 -1.4427 0.6470
N -7.216431 -4.740599 1.393238 0.9980 -0.2319 -1.0595
C -5.912661 -4.227119 0.863958 0.9407 -0.8976 1.6262
C -7.033741 -5.470299 2.691458 -0.7210 0.3239 -0.9443
H -6.493451 -1.916999 0.621748 -0.4377 -0.4917 0.1476
H -6.561711 -1.321219 2.242648 -0.4630 -0.1186 0.4223
H -7.555761 -0.635859 0.886948 0.4460 0.7184 0.4992
H -9.258901 -0.847359 2.978758 -0.0359 0.1244 -0.7186
H -8.840181 -2.427349 3.564418 -0.3651 0.0315 0.5447
H -10.268171 -2.304159 2.510438 -0.0979 0.3443 0.3788
H -7.177941 -5.620069 -1.368182 0.1541 0.4638 0.1265
H -8.917881 -5.759919 -1.118452 0.1410 -0.4990 0.0247
H -8.383601 -5.005639 -2.547702 0.3800 0.3659 0.0454
H -8.355701 -1.734729 -1.489852 0.3139 -0.2886 -0.1001
H -8.868971 -3.125339 -2.595442 0.3875 0.7375 -0.1554
H -9.921391 -2.534719 -1.389142 -0.0955 0.1372 0.2753
H -5.813611 -3.721579 -0.096622 -0.9075 0.1449 0.3531
H -5.441201 -3.707619 1.698188 -0.1477 1.2498 -0.2239
H -5.115261 -4.969049 0.821698 -0.5409 -1.2297 -0.4405
H -5.983291 -5.663379 2.909148 0.0624 0.2665 -0.3481
H -7.508561 -6.448919 2.621048 -0.1923 0.1082 0.1351
H -7.439681 -4.913639 3.536108 -0.1337 0.0089 0.0095
O 3.846919 -8.656549 -5.476982 1.1363 0.5148 1.8766
P 4.365849 -8.653119 -4.062292 0.2032 -0.4085 0.9851
N 4.393799 -10.202539 -3.311362 -0.5750 1.9919 1.9900
C 5.485469 -11.088919 -3.497922 0.9740 -0.0505 -0.0345
C 3.110479 -10.883109 -3.021552 -0.5449 1.5405 -1.7668
N 3.497759 -7.693239 -3.005252 -1.0404 -1.7943 0.1564
C 2.979249 -6.435149 -3.487622 -0.2530 -0.2648 0.1378
C 3.609949 -7.858029 -1.503122 -0.1825 0.7666 -2.7053
N 5.916339 -7.943719 -3.719372 0.1617 -1.4627 -2.0618
C 6.491089 -7.112729 -4.759242 -0.3162 0.3706 -1.0139
C 6.869339 -8.316719 -2.700962 -0.3124 0.2122 0.6539
H 5.397059 -11.950729 -2.836422 -0.6760 -0.5553 -0.7461
H 6.426759 -10.746409 -3.068092 0.1972 0.7060 -0.6542
H 5.533459 -11.234339 -4.577112 0.7988 -1.1170 0.0894
H 2.407819 -10.325459 -2.402372 0.5432 0.1287 0.6653
H 3.196049 -11.917249 -2.687882 0.2884 0.2696 -0.1652
H 2.627859 -10.767519 -3.992032 -0.7265 -1.1750 -0.1505
H 3.776909 -5.712639 -3.660292 0.0839 0.3946 0.2794
H 2.449099 -6.532469 -4.435022 -0.0414 -0.2444 0.0594
H 2.273129 -6.110079 -2.723532 0.0010 0.5192 -0.1986
H 4.333719 -8.659229 -1.353652 -0.2378 0.2637 0.5773
H 3.915199 -6.862089 -1.182122 0.3460 -0.2997 0.7145
H 2.605019 -8.073279 -1.139992 0.1753 -0.1908 0.3719
H 6.870729 -6.169499 -4.366442 -0.1480 0.1325 0.2222
H 7.283599 -7.502079 -5.398332 0.5623 -0.7975 0.5225
H 5.762689 -6.914429 -5.545502 -0.4654 0.3195 0.3729
H 7.784669 -8.827069 -3.000672 0.0680 -0.0361 -0.7236
H 6.439769 -8.976859 -1.947442 -0.2400 0.3351 0.0736
H 7.170809 -7.370619 -2.251402 0.2192 -0.0674 0.4714
C 5.074459 8.687971 -0.114542 -0.5095 -0.5672 -0.6677
S 6.555299 9.129721 0.857388 -1.0864 2.3646 0.9129
O 7.028479 10.558201 0.582908 -0.6722 -2.0850 -0.1120
C 5.647739 9.327881 2.475618 0.1902 -1.0933 0.1094
H 4.178699 9.305671 -0.178992 0.5919 1.0304 0.2139
H 4.601969 7.780721 0.261958 0.7096 -0.4252 0.4105
H 5.398049 8.446251 -1.126942 0.1132 0.1864 -0.0167
H 4.871469 8.587271 2.668008 -0.0801 -0.2855 -0.6063
H 5.164309 10.297301 2.596488 0.5932 0.1707 -0.3074
H 6.379489 9.074821 3.242828 0.1553 0.6944 0.0635
C 6.453209 0.312521 4.504048 -1.4493 0.2660 -1.0908
S 6.746439 0.881901 2.760708 -0.0374 2.1857 -1.9746
O 6.139969 2.308571 2.552768 0.7088 -2.7667 0.9784
C 5.761729 -0.205459 1.566658 -1.0209 0.1072 1.2713
H 5.447979 -0.101409 4.583298 0.0201 -0.1910 0.0739
H 6.417199 1.271571 5.020798 0.4366 -0.1233 0.1495
H 7.203189 -0.397289 4.853088 0.0594 0.3047 -0.2165
H 5.295539 0.307721 0.725588 0.9885 0.8746 -0.0088
H 4.837959 -0.445659 2.093008 0.1530 -0.7226 0.3475
H 6.294429 -1.078069 1.188658 0.1263 0.0794 0.4687
C 3.532689 5.389091 -12.675072 -0.3039 0.0647 1.1675
S 2.574549 4.394521 -11.336462 -0.8161 2.9995 1.0136
O 2.169699 5.453351 -10.262142 1.1090 -2.0371 -1.7379
C 1.002009 4.242351 -12.228262 -0.4044 0.2269 -1.3223
H 2.832099 5.993681 -13.251032 -0.0361 -0.5826 -0.4133
H 4.284649 4.792721 -13.191772 -0.6660 -0.3157 -0.4076
H 4.136689 6.147021 -12.176252 -0.1784 -0.2001 0.7401
H 1.125359 3.957341 -13.273082 0.4464 -0.1593 -0.0665
H 0.555129 5.235871 -12.264582 0.2399 0.1711 0.2856
H 0.224599 3.573611 -11.858782 0.6059 -0.1718 0.7459
C -2.068641 0.929731 -3.791012 1.1345 1.9123 -0.3510
S -1.043991 1.627711 -2.385582 0.6227 -1.5396 -0.5072
O -0.322491 0.442671 -1.795352 -0.3505 1.0824 -0.3151
C 0.216909 2.616571 -3.372882 -0.3942 -0.2681 -0.7946
H -3.012581 0.447881 -3.536282 0.4794 -0.0772 0.3778
H -1.422001 0.416701 -4.502882 -0.0443 -0.5988 0.4664
H -2.267101 1.863621 -4.316922 -0.6032 0.1405 -0.1673
H 1.128049 2.748181 -2.789282 -0.4044 0.0296 0.3815
H -0.184871 3.564571 -3.730622 -0.2886 0.2649 0.7667
H 0.540109 2.207521 -4.330122 -0.1428 -0.9478 0.1435